Entry 1:
{"formula": "C30H38BrN2S2SiTc", "method": "ωB97M-V/def2-TZVPD", "species": ["Tc", "C", "C", "S", "C", "C", "S", "H", "H", "H", "H", "H", "H", "C", "Si", "C", "C", "C", "C", "H", "H", "H", "H", "H", "H", "H", "H", "H", "C", "C", "C", "C", "C", "C", "N", "C", "C", "C", "C", "C", "C", "H", "H", "H", "H", "H", "H", "H", "H", "H", "H", "Br", "C", "C", "C", "C", "C", "N", "H", "H", "H", "H", "C", "C", "C", "C", "H", "H", "H", "H", "H", "H", "H", "H", "H"], "coordinates": [[12.253, 12.919, 8.285], [17.604, 11.217, 8.656], [16.525, 11.970, 7.920], [16.786, 13.605, 7.712], [15.402, 11.238, 7.474], [15.335, 9.768, 7.674], [14.046, 11.983, 6.678], [18.445, 11.887, 8.868], [17.986, 10.362, 8.049], [17.224, 10.807, 9.618], [16.275, 9.288, 7.357], [14.492, 9.297, 7.148], [15.250, 9.509, 8.758], [7.000, 15.798, 9.321], [8.540, 16.333, 8.353], [8.060, 16.367, 6.513], [9.111, 18.025, 8.937], [9.908, 15.037, 8.642], [10.832, 14.195, 8.693], [6.274, 16.643, 9.494], [7.304, 15.411, 10.314], [6.446, 15.020, 8.781], [7.664, 17.383, 6.352], [7.268, 15.657, 6.254], [8.922, 16.224, 5.815], [8.309, 18.789, 8.814], [9.992, 18.416, 8.379], [9.385, 18.039, 10.011], [11.629, 7.418, 8.692], [10.456, 7.763, 8.037], [10.201, 9.089, 7.701], [11.123, 10.122, 8.011], [12.343, 9.738, 8.623], [12.563, 8.433, 9.020], [10.952, 11.469, 7.736], [9.660, 11.832, 7.238], [9.474, 12.098, 5.859], [8.213, 12.457, 5.392], [7.104, 12.440, 6.231], [7.293, 12.090, 7.583], [8.557, 11.806, 8.090], [11.848, 6.375, 8.930], [9.740, 6.991, 7.822], [9.346, 9.383, 7.127], [13.130, 10.494, 8.790], [13.454, 8.159, 9.588], [10.333, 12.035, 5.197], [8.106, 12.744, 4.345], [6.102, 12.712, 5.887], [6.425, 12.102, 8.260], [8.674, 11.537, 9.153], [12.102, 14.637, 5.364], [13.124, 15.339, 6.788], [13.566, 16.633, 6.561], [14.445, 17.230, 7.458], [14.856, 16.446, 8.581], [14.352, 15.157, 8.743], [13.428, 14.643, 7.885], [13.254, 17.069, 5.614], [14.768, 18.286, 7.312], [15.626, 16.794, 9.280], [14.704, 14.453, 9.500], [12.722, 14.624, 12.178], [12.012, 13.452, 11.470], [11.603, 12.365, 12.490], [12.780, 12.861, 10.260], [12.079, 14.939, 13.027], [12.859, 15.525, 11.556], [13.703, 14.307, 12.583], [11.075, 13.849, 10.994], [12.432, 11.797, 12.991], [10.916, 11.632, 11.996], [11.023, 12.864, 13.255], [12.500, 11.782, 10.196], [13.901, 12.891, 10.339]], "homo_ha": [-0.1374, -0.1281], "orbital_gap_ha": [0.232, 0.187], "spin_multiplicity": 4, "relative_energy_kj_mol": 31.0, "total_charge": -1}


Entry 2:
{"formula": "C30H38ClN2O4PPtSi2", "method": "ωB97M-V/def2-TZVPD", "species": ["Pt", "C", "Si", "C", "C", "C", "C", "C", "C", "C", "C", "N", "Si", "C", "C", "C", "H", "H", "H", "H", "H", "H", "H", "H", "H", "H", "H", "H", "H", "H", "H", "H", "H", "H", "H", "H", "H", "H", "N", "C", "C", "C", "C", "C", "C", "P", "C", "C", "C", "C", "C", "C", "C", "C", "C", "C", "C", "C", "H", "H", "H", "H", "H", "H", "H", "H", "H", "H", "H", "H", "H", "H", "H", "H", "O", "Cl", "O", "O", "O"], "coordinates": [[0.686, -0.238, -0.693], [-2.402, 2.058, 0.323], [-1.200, 2.452, -1.098], [-1.980, 3.747, -2.251], [0.584, 3.066, -0.735], [-0.763, 0.712, -1.861], [0.186, 0.840, -2.968], [0.116, 1.521, -4.179], [1.183, 1.409, -5.056], [2.292, 0.651, -4.699], [2.315, 0.030, -3.455], [1.275, 0.125, -2.647], [-2.207, -0.493, -2.494], [-1.323, -1.881, -3.456], [-3.301, -1.102, -1.063], [-3.266, 0.615, -3.635], [-2.622, 2.949, 0.904], [-2.024, 1.294, 1.000], [-3.352, 1.704, -0.066], [-2.014, 4.702, -1.730], [-3.004, 3.511, -2.525], [-1.416, 3.910, -3.163], [0.594, 3.960, -0.120], [1.074, 3.324, -1.671], [1.201, 2.310, -0.240], [-0.750, 2.112, -4.423], [1.156, 1.904, -6.017], [3.129, 0.539, -5.368], [3.166, -0.554, -3.129], [-0.400, -2.212, -2.984], [-1.072, -1.553, -4.462], [-1.977, -2.742, -3.561], [-2.791, -1.207, -0.113], [-3.725, -2.066, -1.329], [-4.142, -0.433, -0.912], [-2.768, 0.884, -4.559], [-3.586, 1.527, -3.144], [-4.166, 0.070, -3.906], [-0.423, -2.440, 0.158], [-1.199, -2.322, 1.322], [-2.295, -3.136, 1.599], [-3.021, -2.947, 2.763], [-2.682, -1.939, 3.652], [-1.597, -1.114, 3.388], [-0.854, -1.310, 2.233], [0.493, -0.238, 1.673], [0.623, 1.154, 2.852], [1.233, 0.884, 4.079], [1.359, 1.884, 5.024], [0.881, 3.159, 4.765], [0.265, 3.426, 3.553], [0.139, 2.432, 2.598], [2.028, -1.121, 2.009], [2.217, -2.214, 2.816], [3.451, -2.854, 2.880], [4.512, -2.435, 2.052], [4.403, -1.366, 1.231], [3.153, -0.524, 1.191], [-0.880, -3.011, -0.551], [0.510, -2.840, 0.340], [-2.559, -3.937, 0.925], [-3.857, -3.594, 2.981], [-3.271, -1.776, 4.543], [-1.349, -0.310, 4.067], [1.606, -0.106, 4.297], [1.836, 1.666, 5.967], [0.992, 3.940, 5.502], [-0.117, 4.414, 3.347], [-0.333, 2.658, 1.659], [1.391, -2.601, 3.398], [3.582, -3.700, 3.534], [5.425, -3.014, 2.052], [5.183, -1.066, 0.550], [3.420, 0.467, 1.638], [2.260, -3.309, 0.134], [2.679, -2.544, -1.032], [3.813, -3.074, -1.698], [1.514, -2.417, -1.913], [2.761, -0.271, -0.096]], "homo_ha": [-0.4715, -0.5341], "orbital_gap_ha": [0.233, 0.177], "spin_multiplicity": 5, "relative_energy_kj_mol": 84.6, "total_charge": 2}


Entry 3:
{"formula": "C30H38N2O6", "method": "ωB97M-V/def2-TZVPD", "species": ["C", "O", "C", "C", "C", "C", "C", "C", "C", "N", "C", "C", "C", "C", "C", "C", "C", "C", "C", "O", "N", "C", "C", "C", "C", "C", "C", "H", "H", "H", "H", "H", "H", "H", "H", "H", "H", "H", "H", "H", "H", "H", "H", "H", "H", "H", "H", "H", "H", "H", "H", "H", "H", "H", "H", "C", "C", "O", "O", "C", "C", "C", "O", "O", "C", "C", "H", "H", "H", "H", "H", "H", "H", "H", "H", "H"], "coordinates": [[8.233, 0.340, 2.001], [7.718, -0.994, 2.246], [6.380, -1.171, 2.382], [5.920, -2.496, 2.636], [4.579, -2.725, 2.874], [3.635, -1.658, 2.901], [2.261, -1.928, 3.199], [1.251, -1.001, 2.998], [-0.098, -1.302, 3.089], [-1.021, -0.339, 2.983], [-2.460, -0.644, 3.057], [-2.989, -1.585, 1.953], [-4.485, -1.833, 2.068], [-5.356, -1.453, 1.033], [-6.740, -1.571, 1.203], [-7.251, -2.143, 2.376], [-6.382, -2.552, 3.399], [-5.000, -2.410, 3.233], [-3.083, 0.757, 3.008], [-4.253, 1.058, 3.179], [-2.053, 1.635, 2.790], [-2.273, 3.043, 2.576], [-0.710, 1.077, 2.756], [0.171, 1.746, 3.832], [-0.078, 1.359, 1.375], [4.107, -0.349, 2.599], [5.447, -0.105, 2.336], [9.310, 0.194, 1.927], [7.839, 0.752, 1.062], [7.998, 1.021, 2.830], [6.643, -3.301, 2.640], [4.209, -3.742, 2.991], [1.960, -2.944, 3.485], [1.517, 0.018, 2.764], [-0.469, -2.325, 3.152], [-2.715, -1.114, 4.026], [-2.761, -1.141, 0.971], [-2.438, -2.540, 2.034], [-4.931, -1.017, 0.124], [-7.416, -1.221, 0.410], [-8.332, -2.261, 2.506], [-6.764, -2.993, 4.327], [-4.296, -2.710, 4.019], [-3.341, 3.244, 2.602], [-1.760, 3.624, 3.348], [-1.863, 3.328, 1.601], [-0.257, 1.656, 4.837], [1.162, 1.300, 3.916], [0.307, 2.802, 3.560], [-0.754, 1.045, 0.569], [0.112, 2.437, 1.296], [0.871, 0.837, 1.245], [3.406, 0.488, 2.509], [5.779, 0.914, 2.107], [3.143, -0.194, 8.381], [2.631, 0.302, 7.575], [3.315, 1.356, 6.890], [2.922, 2.036, 5.944], [4.575, 1.507, 7.425], [5.339, 2.590, 6.860], [6.756, 2.513, 7.369], [1.209, 0.149, 7.510], [0.390, 0.652, 6.749], [0.811, -0.730, 8.493], [-0.616, -0.908, 8.535], [-0.920, -2.003, 9.522], [5.316, 2.495, 5.768], [4.886, 3.553, 7.134], [7.340, 3.291, 6.879], [6.811, 2.689, 8.446], [7.208, 1.551, 7.116], [-1.111, 0.029, 8.827], [-0.961, -1.184, 7.532], [-1.989, -2.206, 9.498], [-0.398, -2.923, 9.248], [-0.659, -1.706, 10.541]], "homo_ha": -0.2102, "orbital_gap_ha": 0.134, "relative_energy_kj_mol": 15.1}